Model w:
The following is a quantum chemistry calculation of C6H15NO in the gas phase, from OMol25.

Values from the calculation:
- LUMO level (eV) = 0.779
- SMILES string = CNCCCCCO
- orbital gap (eV) = 9.8
- highest occupied orbital energy (Ha) = -0.330

```
! RIJCOSX wB97M-V def2-TZVPD def2/J DEFGRID3
* xyz 0 1
C 2.20 -1.19 -0.83
O 2.97 -0.04 -0.80
C 0.98 -1.07 0.04
C -0.37 -1.11 -0.74
C -0.88 0.27 -1.11
C -0.68 1.40 -0.09
N -1.53 1.68 1.09
C -1.41 0.68 2.22
H 1.80 -1.24 -1.90
H 2.90 -1.99 -0.45
H 2.80 0.46 -1.70
H 0.99 -0.12 0.60
H 0.97 -1.93 0.80
H -0.44 -1.77 -1.60
H -1.19 -1.53 0.02
H -2.07 0.31 -1.40
H -0.32 0.50 -2.01
H 0.43 1.51 0.18
H -0.62 2.28 -0.71
H -2.49 1.67 0.78
H -1.96 0.94 3.10
H -1.69 -0.35 1.87
H -0.41 0.64 2.63
*
```

***

Model x:
The following is a quantum chemistry calculation of 2 unconnected molecules or ions with the total composition C6H15NO, from OMol25.

Values from the calculation:
- LUMO level (eV) = 0.864
- SMILES string = CCC(N)=O.CCC
- orbital gap (eV) = 10.6
- highest occupied orbital energy (Ha) = -0.358

```
! RIJCOSX wB97M-V def2-TZVPD def2/J DEFGRID3
* xyz 0 1
C 1.36 -2.40 -0.24
C 1.70 -1.26 0.76
C -0.18 -2.37 -0.33
H 1.69 -2.29 -1.23
H 1.77 -3.30 0.12
H 2.11 -0.31 0.33
H -0.54 -2.76 -1.26
H -0.66 -2.94 0.45
H 2.34 -1.55 1.57
H 0.88 -0.74 1.32
H -0.56 -1.42 -0.16
C -1.49 2.27 -0.67
C -1.61 0.68 -0.47
C -0.10 2.60 -0.13
O 0.79 2.75 -0.93
N 0.22 2.37 1.27
H -1.55 2.51 -1.83
H -2.30 2.98 -0.30
H -2.63 0.20 -0.76
H 1.21 2.54 1.45
H -0.39 1.84 1.72
H -1.26 0.34 0.48
H -0.80 0.27 -1.15
*
```

***

Model y:
The following is a quantum chemistry calculation of 2 unconnected molecules or ions with the total composition C6H15NO, from OMol25.

Values from the calculation:
- LUMO level (eV) = 0.784
- SMILES string = CCC/C(C)=C/N.O
- orbital gap (eV) = 8.9
- highest occupied orbital energy (Ha) = -0.300

```
! RIJCOSX wB97M-V def2-TZVPD def2/J DEFGRID3
* xyz 0 1
C 0.33 2.63 1.38
C 0.05 1.13 1.46
C 0.95 0.28 0.58
C 0.35 -1.06 0.26
C 0.02 -1.38 -1.01
N -0.54 -2.61 -1.44
C 0.50 -2.15 1.29
H 1.31 2.94 1.75
H 0.24 3.01 0.36
H -0.35 3.13 2.06
H -1.00 1.06 1.15
H 0.10 0.85 2.51
H 1.23 0.81 -0.32
H 1.89 0.09 1.12
H 0.05 -0.58 -1.73
H 0.07 -3.41 -1.38
H -0.88 -2.54 -2.38
H 0.15 -1.80 2.26
H 1.55 -2.43 1.39
H 0.01 -3.08 1.00
H -1.65 1.52 -2.49
H -1.47 2.37 -1.25
O -1.34 2.38 -2.21
*
```

***

Least stable of them? model w.

***

Model w:
The following is a quantum chemistry calculation of 2 unconnected molecules or ions with the total composition C6H15NO, from OMol25.

Values from the calculation:
- LUMO level (eV) = 0.857
- SMILES string = CC/C(C)=C(/C)N.O
- orbital gap (eV) = 8.5
- highest occupied orbital energy (Ha) = -0.280

```
! RIJCOSX wB97M-V def2-TZVPD def2/J DEFGRID3
* xyz 0 1
C 2.19 -1.34 -0.36
C 1.05 -0.80 0.52
N -1.67 -1.19 -0.40
C -1.01 0.02 -0.62
C 0.23 0.25 -0.18
C 0.88 1.60 -0.37
C -1.85 1.07 -1.27
H 2.36 -0.69 -1.22
H 1.90 -2.32 -0.75
H 3.08 -1.52 0.22
H 0.44 -1.57 0.99
H 1.49 -0.31 1.40
H -1.14 -2.02 -0.24
H -2.52 -1.34 -0.92
H 0.30 2.43 0.04
H 1.87 1.61 0.10
H 1.09 1.80 -1.43
H -1.23 1.74 -1.88
H -2.63 0.66 -1.91
H -2.38 1.67 -0.54
H -0.64 0.47 3.60
H -0.96 0.06 2.16
O -0.84 -0.31 3.06
*
```

***

Model x:
The following is a quantum chemistry calculation of C6H15NO in the gas phase, from OMol25.

Values from the calculation:
- LUMO level (eV) = 1.037
- SMILES string = CCC[C@@H](C)NCO
- orbital gap (eV) = 9.9
- highest occupied orbital energy (Ha) = -0.325

```
! RIJCOSX wB97M-V def2-TZVPD def2/J DEFGRID3
* xyz 0 1
C 1.89 -0.61 0.78
C 0.54 -0.30 0.07
C 0.11 1.14 0.35
C -1.08 1.58 -0.57
C -0.81 2.83 -1.37
N -0.50 -1.23 0.47
C -0.54 -2.56 0.05
O 0.20 -3.52 0.87
H 2.24 -1.55 0.39
H 1.67 -0.75 1.84
H 2.58 0.22 0.66
H 0.71 -0.41 -1.01
H -0.08 1.32 1.40
H 0.94 1.72 -0.04
H -1.98 1.69 0.04
H -1.32 0.73 -1.21
H 0.07 2.68 -2.01
H -1.63 3.02 -2.06
H -0.57 3.73 -0.79
H -1.09 -0.91 1.23
H -0.04 -2.63 -0.91
H -1.55 -2.97 0.02
H 0.23 -3.23 1.79
*
```

***

Least stable of them? model x.

***

Model w:
The following is a quantum chemistry calculation of 2 unconnected molecules or ions with the total composition C6H15NO, from OMol25.

Values from the calculation:
- LUMO level (eV) = 0.852
- SMILES string = CCC(N)=O.CCC
- orbital gap (eV) = 10.7
- highest occupied orbital energy (Ha) = -0.363

```
! RIJCOSX wB97M-V def2-TZVPD def2/J DEFGRID3
* xyz 0 1
C 1.06 -2.99 -0.50
C 2.39 -2.59 0.24
C -0.06 -2.86 0.52
H 0.85 -2.16 -1.44
H 1.20 -4.04 -0.84
H 3.14 -3.00 -0.49
H -0.22 -3.86 1.09
H 0.12 -2.14 1.35
H 2.47 -3.18 1.25
H 2.43 -1.53 0.37
H -1.10 -2.71 0.16
C -1.69 1.89 -0.34
C -1.76 0.35 -0.94
C -0.35 2.21 0.14
O 0.59 2.01 -0.57
N -0.19 2.88 1.30
H -1.87 2.51 -1.24
H -2.57 1.91 0.29
H -2.33 0.41 -1.78
H 0.79 3.04 1.60
H -0.82 2.72 2.15
H -2.26 -0.45 -0.33
H -0.80 0.12 -1.34
*
```

***

Model x:
The following is a quantum chemistry calculation of 2 unconnected molecules or ions with the total composition C6H15NO, from OMol25.

Values from the calculation:
- LUMO level (eV) = 0.796
- SMILES string = C=C(C)C[C@H](C)N.O
- orbital gap (eV) = 9.5
- highest occupied orbital energy (Ha) = -0.321

```
! RIJCOSX wB97M-V def2-TZVPD def2/J DEFGRID3
* xyz 0 1
C 1.98 -0.02 -1.73
C 1.28 -0.45 -0.44
C -0.16 0.33 -0.46
C -1.31 -0.13 0.37
C -1.35 0.07 1.71
C -2.34 -0.81 -0.39
N 1.01 -1.86 -0.28
H 2.43 -0.96 -2.03
H 1.33 0.32 -2.57
H 2.72 0.76 -1.48
H 1.81 -0.07 0.41
H -0.06 1.42 -0.35
H -0.55 0.28 -1.57
H -0.47 0.40 2.35
H -2.07 -0.16 2.36
H -3.26 -0.07 -0.42
H -2.75 -1.76 -0.05
H -2.17 -0.98 -1.39
H 0.41 -2.08 0.49
H 1.98 -2.33 -0.22
H 1.11 3.12 2.05
H -0.12 2.36 2.09
O 0.52 2.63 1.54
*
```

***

Model y:
The following is a quantum chemistry calculation of 3 unconnected molecules or ions with the total composition C6H15NO, from OMol25.

Values from the calculation:
- LUMO level (spin up / spin down) (eV) = 0.859 / 0.860
- orbital gap (spin up / spin down) (eV) = 7.2 / 7.2
- highest occupied orbital energy (spin up / spin down) (Ha) = -0.232 / -0.232

```
! RIJCOSX wB97M-V def2-TZVPD def2/J DEFGRID3
* xyz 0 1
C 2.20 0.44 -0.61
C 0.24 -0.34 0.56
C -0.27 0.25 -0.56
C -2.35 -0.24 0.35
C 0.52 -1.80 0.70
C -2.79 1.03 1.01
N 2.50 -0.42 -1.68
O 2.26 1.81 -0.98
H 1.98 2.34 -0.23
H 2.83 0.23 0.26
H 0.28 0.26 1.47
H 3.48 -0.42 -1.95
H 1.95 -0.19 -2.50
H -0.43 1.32 -0.60
H -0.31 -0.31 -1.48
H -2.81 -0.46 -0.61
H -2.36 -1.12 0.99
H -0.12 -2.24 1.47
H 1.55 -1.95 1.01
H 0.36 -2.32 -0.24
H -3.84 1.02 1.32
H -2.20 1.23 1.92
H -2.66 1.89 0.35
*
```

***

Least stable of them? model y.

***

Model w:
The following is a quantum chemistry calculation of 2 unconnected molecules or ions with the total composition C6H15NO, from OMol25.

Values from the calculation:
- LUMO level (eV) = 0.892
- SMILES string = C=CCC[C@@H](C)N.O
- orbital gap (eV) = 10.5
- highest occupied orbital energy (Ha) = -0.353

```
! RIJCOSX wB97M-V def2-TZVPD def2/J DEFGRID3
* xyz 0 1
C -1.67 1.35 1.10
C -0.44 1.07 0.24
C -0.21 -0.44 0.15
C 0.85 -0.84 -0.89
C -0.41 -1.52 -2.96
C 0.33 -0.65 -2.28
N 0.79 1.74 0.65
H -2.46 0.61 0.96
H -2.25 2.19 0.74
H -1.43 1.49 2.14
H -0.65 1.45 -0.77
H -1.12 -0.98 -0.07
H 0.17 -0.75 1.13
H 1.76 -0.27 -0.70
H 1.08 -1.91 -0.81
H -0.91 -1.36 -3.90
H -0.52 -2.49 -2.47
H 0.19 0.37 -2.61
H 1.01 1.55 1.63
H 0.58 2.74 0.66
H 2.49 -0.82 2.80
H 1.06 -1.10 2.35
O 1.76 -1.44 2.92
*
```

***

Model x:
The following is a quantum chemistry calculation of a molecular structure, C6H15NO, from OMol25.

Values from the calculation:
- LUMO level (eV) = 0.987
- orbital gap (eV) = 9.9
- highest occupied orbital energy (Ha) = -0.326

```
! RIJCOSX wB97M-V def2-TZVPD def2/J DEFGRID3
* xyz 0 1
C 0.02 -0.21 -0.82
C 1.45 0.97 0.70
C -1.00 -0.28 0.87
C -0.90 0.13 -1.96
C 0.66 -1.57 -0.93
C -1.96 0.89 1.08
N 2.47 0.01 0.99
O 0.87 0.84 -0.59
H 3.38 0.27 0.63
H 2.53 -0.24 1.97
H 1.80 2.01 0.72
H 0.42 0.58 1.31
H -0.63 -0.70 1.81
H -1.56 -1.14 0.52
H -1.77 -0.54 -1.95
H -0.40 0.00 -2.92
H -1.25 1.16 -1.88
H -0.11 -2.33 -1.05
H 1.28 -1.80 -0.07
H 1.31 -1.60 -1.82
H -2.46 1.16 0.16
H -2.74 0.64 1.81
H -1.42 1.78 1.42
*
```

***

Model y:
The following is a quantum chemistry calculation of 2 unconnected molecules or ions with the total composition C6H15NO, from OMol25.

Values from the calculation:
- LUMO level (eV) = 0.877
- SMILES string = CCC(N)=O.CCC
- orbital gap (eV) = 10.7
- highest occupied orbital energy (Ha) = -0.361

```
! RIJCOSX wB97M-V def2-TZVPD def2/J DEFGRID3
* xyz 0 1
C -0.74 -1.51 1.02
C 0.40 -2.36 0.46
C -0.30 -0.24 1.65
O 0.78 -0.19 2.19
N -1.14 0.88 1.58
H -1.57 -1.48 0.31
H -1.28 -2.17 1.72
H 0.68 -3.17 1.14
H -0.94 1.77 2.01
H -2.06 0.47 1.51
H 1.27 -1.75 0.23
H 0.12 -2.87 -0.47
C 0.19 1.44 -2.51
C -0.74 0.53 -1.63
C 1.62 1.39 -2.06
H 0.01 1.28 -3.56
H -0.36 2.41 -2.47
H -1.76 0.80 -1.92
H -0.66 0.98 -0.65
H 1.84 1.34 -0.99
H 2.12 0.53 -2.52
H -0.57 -0.53 -1.82
H 2.27 2.19 -2.45
*
```

***

Model z:
The following is a quantum chemistry calculation of 2 unconnected molecules or ions with the total composition C6H15NO, from OMol25.

Values from the calculation:
- LUMO level (eV) = 0.885
- SMILES string = CC(C)(N)C=O.CC
- orbital gap (eV) = 10.0
- highest occupied orbital energy (Ha) = -0.334

```
! RIJCOSX wB97M-V def2-TZVPD def2/J DEFGRID3
* xyz 0 1
C -0.51 1.10 0.46
C 0.55 1.90 -0.28
C -0.02 0.56 1.80
N -1.70 1.91 0.71
H 0.43 -0.57 -0.60
H -2.11 2.19 -0.18
H -1.45 2.77 1.19
H 0.78 2.84 0.24
H 0.89 -0.03 1.68
H 0.22 2.13 -1.30
H 1.50 1.35 -0.35
H -0.78 -0.05 2.29
H 0.22 1.38 2.49
C 0.76 -1.57 -1.28
C 0.88 -2.79 -0.39
C -1.15 -0.11 -0.57
O -1.63 0.24 -1.65
H -1.54 -0.93 0.05
H 0.18 -1.79 -2.17
H 1.73 -1.22 -1.63
H -0.10 -3.17 -0.12
H 1.42 -2.55 0.53
H 1.42 -3.59 -0.90
*
```

***

Least stable of them? model x.

***

Model w:
The following is a quantum chemistry calculation of 3 unconnected molecules or ions with the total composition C3H14N2O2, from OMol25.

Values from the calculation:
- LUMO level (spin up / spin down) (eV) = 3.329 / 3.558
- expectation value of S² = 0.75
- orbital gap (spin up / spin down) (eV) = 2.0 / 9.5
- highest occupied orbital energy (spin up / spin down) (Ha) = 0.049 / -0.218

```
! RIJCOSX wB97M-V def2-TZVPD def2/J DEFGRID3
* xyz -1 2
N 0.68 0.02 0.15
C 0.48 -0.03 -1.30
C 1.48 0.80 -2.09
C 0.45 -1.48 -1.75
N -0.66 -2.20 -1.08
H 1.64 -0.12 0.44
H 0.24 0.79 0.62
H -0.50 0.38 -1.47
H 1.13 0.94 -3.12
H 1.50 1.80 -1.64
H 2.47 0.37 -2.12
H 1.43 -1.93 -1.57
H 0.31 -1.60 -2.83
H -0.32 -2.48 -0.17
H -0.76 -3.09 -1.58
H -0.86 2.95 5.53
H -0.27 4.30 5.76
O -0.92 3.70 6.15
H -1.94 -1.21 0.16
H -3.24 -1.16 1.00
O -2.37 -0.76 0.92
*
```

***

Model x:
The following is a quantum chemistry calculation of 3 unconnected molecules or ions with the total composition C3H14N2O2, from OMol25.

Values from the calculation:
- LUMO level (spin up / spin down) (eV) = 3.388 / 3.252
- expectation value of S² = 0.75
- orbital gap (spin up / spin down) (eV) = 2.2 / 8.9
- highest occupied orbital energy (spin up / spin down) (Ha) = 0.045 / -0.206

```
! RIJCOSX wB97M-V def2-TZVPD def2/J DEFGRID3
* xyz -1 2
N 0.70 0.32 -0.63
C 0.44 -0.91 0.09
C 1.64 -1.89 -0.02
C 0.16 -0.79 1.64
N -0.84 0.25 1.94
H 0.32 1.27 -0.60
H 1.32 0.19 -1.40
H -0.57 -1.48 -0.25
H 1.59 -2.92 0.44
H 1.95 -2.06 -1.09
H 2.52 -1.35 0.42
H 1.14 -0.51 2.19
H -0.20 -1.77 2.16
H -0.35 0.97 1.42
H -0.69 0.50 2.90
H -0.63 3.96 -2.70
H 0.55 3.15 -3.11
O -0.22 3.17 -2.48
H -2.29 -0.12 0.14
H -3.67 -0.27 -0.54
O -2.87 0.30 -0.51
*
```

***

Least stable of them? model x.